This record from the Open Molecules 2025 dataset describes 5 unconnected molecules or ions with the total composition C25H61ClN3O6 at a distorted geometry. The level of theory is ωB97M-V/def2-TZVPD.

**ΔE to the lowest compared entry with this formula, charge and spin**: 0.0 kJ/mol
**DFT total energy**: -56182.468 eV
**Max |F|**: 0.043 Eh/bohr
**Frontier orbital gap**: 0.1950 Eh
**Charge**: +1
**2S+1**: 1

Bonds (Å) are listed after each position.
Cartesian coordinates (Å):
1 Cl -0.74 1.01 1.13  no bonds
2 C -3.91 -2.10 -0.72  C3 1.521, H12 1.091, H13 1.090, H14 1.092
3 C -3.34 -1.64 0.61  C2 1.521, N4 1.503, H15 1.082, H16 1.089
4 N -2.65 -2.72 1.40  C3 1.503, C5 1.536, C6 1.509, C8 1.481
5 C -2.47 -2.08 2.78  N4 1.536, H17 1.084, H18 1.086, H19 1.083
6 C -3.53 -3.94 1.58  N4 1.509, C7 1.507, H20 1.087, H21 1.090
7 C -4.82 -3.68 2.30  C6 1.507, H22 1.092, H23 1.088, H24 1.091
8 C -1.32 -2.99 0.81  N4 1.481, C9 1.516, H25 1.094, H26 1.098
9 C -0.48 -4.11 1.39  C8 1.516, O10 1.389, H27 1.102, H28 1.098
10 O -0.18 -3.88 2.73  C9 1.389, C11 1.423
11 C 0.42 -5.02 3.33  O10 1.423, H29 1.099, H30 1.081, H31 1.099
12 H -3.26 -2.77 -1.28  C2 1.091
13 H -4.10 -1.22 -1.33  C2 1.090
14 H -4.87 -2.62 -0.62  C2 1.092
15 H -4.07 -1.18 1.27  C3 1.082
16 H -2.55 -0.94 0.36  C3 1.089
17 H -3.42 -1.69 3.15  C5 1.084
18 H -1.73 -1.29 2.67  C5 1.086
19 H -2.13 -2.81 3.50  C5 1.083
20 H -2.89 -4.64 2.11  C6 1.087
21 H -3.75 -4.31 0.58  C6 1.090
22 H -5.42 -4.59 2.22  C7 1.092
23 H -5.39 -2.82 1.95  C7 1.088
24 H -4.73 -3.54 3.38  C7 1.091
25 H -0.82 -2.03 0.71  C8 1.094
26 H -1.52 -3.23 -0.25  C8 1.098
27 H 0.43 -4.14 0.77  C9 1.102
28 H -1.00 -5.07 1.25  C9 1.098
29 H -0.30 -5.85 3.32  C11 1.099
30 H 0.76 -4.76 4.33  C11 1.081
31 H 1.26 -5.40 2.73  C11 1.099
32 C -1.50 4.08 -1.08  C33 1.509, H42 1.084, H43 1.096, H44 1.098
33 C -0.91 4.80 0.10  C32 1.509, N34 1.507, H45 1.086, H46 1.090
34 N 0.58 5.05 -0.01  C33 1.507, C35 1.505, C36 1.499, C38 1.520
35 C 0.81 6.19 -0.97  N34 1.505, H47 1.087, H48 1.083, H49 1.084
36 C 1.10 5.46 1.33  N34 1.499, C37 1.530, H50 1.090, H51 1.088
37 C 0.84 4.46 2.45  C36 1.530, H52 1.084, H53 1.087, H54 1.091
38 C 1.28 3.83 -0.57  N34 1.520, C39 1.526, H55 1.088, H56 1.087
39 C 2.81 3.85 -0.52  C38 1.526, O40 1.389, H57 1.093, H58 1.102
40 O 3.34 3.53 0.73  C39 1.389, C41 1.435
41 C 3.21 2.14 1.07  O40 1.435, H59 1.093, H60 1.094, H61 1.085
42 H -2.58 4.01 -1.17  C32 1.084
43 H -1.15 3.04 -1.12  C32 1.096
44 H -1.11 4.46 -2.03  C32 1.098
45 H -1.12 4.27 1.02  C33 1.086
46 H -1.38 5.78 0.12  C33 1.090
47 H 1.81 6.57 -0.76  C35 1.087
48 H 0.06 6.95 -0.81  C35 1.083
49 H 0.81 5.82 -1.99  C35 1.084
50 H 0.70 6.45 1.59  C36 1.090
51 H 2.18 5.59 1.21  C36 1.088
52 H 0.97 3.43 2.12  C37 1.084
53 H -0.13 4.60 2.92  C37 1.087
54 H 1.59 4.70 3.20  C37 1.091
55 H 0.93 3.80 -1.60  C38 1.088
56 H 0.89 2.92 -0.12  C38 1.087
57 H 3.19 4.82 -0.83  C39 1.093
58 H 3.12 3.16 -1.32  C39 1.102
59 H 3.42 1.55 0.18  C41 1.093
60 H 2.21 1.91 1.44  C41 1.094
61 H 3.93 1.96 1.87  C41 1.085
62 C 1.81 -0.50 -4.97  C63 1.525, H72 1.092, H73 1.096, H74 1.082
63 C 1.75 -1.42 -3.76  C62 1.525, N64 1.499, H75 1.086, H76 1.091
64 N 1.75 -0.69 -2.45  C63 1.499, C65 1.485, C66 1.490, C68 1.529
65 C 3.08 -0.06 -2.28  N64 1.485, H77 1.089, H78 1.083, H79 1.083
66 C 0.71 0.38 -2.35  N64 1.490, C67 1.520, H80 1.087, H81 1.097
67 C -0.71 -0.09 -2.61  C66 1.520, H82 1.090, H83 1.089, H84 1.092
68 C 1.49 -1.74 -1.36  N64 1.529, C69 1.531, H85 1.085, H86 1.091
69 C 2.45 -2.94 -1.28  C68 1.531, O70 1.402, H87 1.098, H88 1.095
70 O 3.80 -2.60 -1.43  C69 1.402, C71 1.418
71 C 4.60 -3.76 -1.52  O70 1.418, H89 1.092, H90 1.097, H91 1.090
72 H 1.86 -1.07 -5.89  C62 1.092
73 H 2.83 -0.11 -4.98  C62 1.096
74 H 1.02 0.24 -5.02  C62 1.082
75 H 2.63 -2.05 -3.81  C63 1.086
76 H 0.90 -2.10 -3.80  C63 1.091
77 H 3.06 0.97 -2.62  C65 1.089
78 H 3.83 -0.53 -2.90  C65 1.083
79 H 3.42 -0.15 -1.25  C65 1.083
80 H 0.96 1.18 -3.04  C66 1.087
81 H 0.73 0.76 -1.32  C66 1.097
82 H -1.03 -0.95 -2.02  C67 1.090
83 H -0.91 -0.28 -3.66  C67 1.089
84 H -1.36 0.70 -2.22  C67 1.092
85 H 0.54 -2.17 -1.63  C68 1.085
86 H 1.47 -1.17 -0.44  C68 1.091
87 H 2.18 -3.64 -2.08  C69 1.098
88 H 2.21 -3.42 -0.32  C69 1.095
89 H 5.62 -3.43 -1.72  C71 1.092
90 H 4.36 -4.38 -2.39  C71 1.097
91 H 4.63 -4.36 -0.61  C71 1.090
92 O -3.13 2.08 3.69  C93 1.396, H96 0.963
93 C -3.70 1.11 4.50  O92 1.396, O94 1.232, O95 1.270
94 O -4.33 1.51 5.49  C93 1.232
95 O -3.45 -0.10 4.20  C93 1.270
96 H -2.43 1.61 3.22  O92 0.963

Charges per atom according to Mulliken partitioning, unit e: Cl -0.674; C -1.602; C 0.129; N 0.970; C -1.183; C -0.352; C -1.445; C -0.278; C -0.766; O -0.254; C -0.813; H 0.310; H 0.466; H 0.372; H 0.533; H -0.100; H 0.660; H 0.159; H 0.466; H 0.327; H 0.451; H 0.418; H 0.340; H 0.386; H 0.294; H 0.137; H -0.036; H 0.462; H 0.339; H 0.251; H 0.310; C -1.195; C -0.169; N 0.212; C -1.009; C -0.449; C -1.348; C -0.036; C -0.870; O -0.356; C -0.129; H 0.465; H 0.107; H 0.357; H 0.371; H 0.336; H 0.460; H 0.371; H 0.370; H 0.541; H 0.495; H 0.197; H 0.531; H 0.361; H 0.583; H -0.324; H 0.384; H 0.183; H -0.040; H 0.145; H 0.318; C -1.308; C -0.685; N 1.427; C -1.102; C -0.137; C -1.185; C -0.532; C -1.355; O -0.260; C -0.840; H 0.454; H 0.353; H 0.260; H 0.388; H 0.453; H 0.433; H 0.309; H 0.220; H 0.660; H -0.064; H 0.010; H 0.296; H 0.385; H 0.175; H 0.441; H 0.455; H 0.647; H 0.308; H 0.349; H 0.295; O -0.466; C 0.526; O -0.716; O -0.638; H 0.301